No. 1
This record from the OMol25 dataset describes a molecular structure, C3H9N2S in a non-equilibrium geometry. The level of theory is wB97M-V/def2-TZVPD.

The geometry in XYZ format:
```
15
Properties=species:S:1:pos:R:3:forces:R:3
C 0.08402 -1.04971 1.13851 -0.9 0.0 0.9
C 0.05941 0.24675 -0.95169 -0.1 -1.9 -0.8
C -0.56228 0.19616 0.46260 2.3 -1.5 -0.8
N -1.90409 -0.19373 0.37548 0.4 0.5 -0.9
N 1.45234 0.76958 -0.76868 -0.9 -2.0 2.5
S 1.61605 -1.53375 0.98604 -0.4 -0.6 0.5
H -0.69942 -1.64802 1.72953 1.5 0.7 -0.7
H -0.38743 0.89912 -1.69798 -0.7 -0.2 0.2
H 0.05609 -0.88512 -1.30374 0.3 2.5 0.2
H -0.10540 1.11331 0.90224 -1.3 0.0 0.9
H -2.32350 -0.47126 1.21567 -0.9 -0.1 1.2
H -2.45471 0.37214 -0.21569 -1.0 0.6 -0.4
H 1.93719 0.76459 -1.64498 0.6 1.1 -0.3
H 1.83431 -0.15525 -0.15233 0.1 1.4 -0.5
H 1.39742 1.57519 -0.07500 0.8 -0.7 -1.9
```
Positions in Å, forces in eV/Å.

Charge: +1
Orbital gap: 8.949 eV
ΔE to the lowest compared entry with this formula, charge and spin: 2.253 eV
LUMO: -4.9 eV
HOMO energy: -13.90 eV
F_max: 3.35 eV/Å

Löwdin population analysis, charges in e, atoms 1 to 5:
1 C -0.480
2 C -0.174
3 C -0.452
4 N 0.082
5 N 0.070

No. 2
This record from the OMol25 dataset describes 2 unconnected molecules or ions with the total composition C3H9N2S in a non-equilibrium geometry. The level of theory is wB97M-V/def2-TZVPD.

The geometry in XYZ format:
```
15
Properties=species:S:1:pos:R:3:forces:R:3
C 0.38261 0.87632 -1.28897 -0.6 -1.0 0.5
C -0.87955 -1.83465 1.23587 1.7 1.7 -0.1
C -0.46535 -0.75482 2.20050 -0.7 0.5 -2.6
N 0.89362 0.83575 -2.51367 -0.2 -0.6 -1.1
N 0.59048 1.88098 -0.48216 1.0 -0.1 -2.2
S -0.03278 1.89112 1.11293 -0.1 -0.4 0.7
H -0.18631 -0.03282 -0.88586 0.6 1.6 -0.9
H -1.89944 -1.77817 0.98749 -1.2 0.2 -0.5
H -0.20980 -1.90609 0.36590 -0.2 0.6 -0.2
H -0.68959 -2.81282 1.54342 0.3 -1.8 1.5
H 0.60532 -0.58546 2.41376 -1.0 0.0 0.7
H -1.37075 -0.14541 2.41760 1.4 -0.2 1.0
H 0.51265 0.23814 -3.25466 0.2 0.1 0.9
H 1.55726 1.51259 -2.86945 -0.2 0.1 0.3
H 1.19164 2.61534 -0.98269 -1.1 -0.7 1.9
```
Positions in Å, forces in eV/Å.

Charge: +1
Orbital gap (alpha / beta): 7.579 / 6.007 eV
ΔE to the lowest compared entry with this formula, charge and spin: 3.875 eV
LUMO (alpha / beta): -4.9 / -6.1 eV
HOMO energy (alpha / beta): -12.50 / -12.10 eV
F_max: 2.72 eV/Å

Löwdin population analysis, charges in e, atoms 1 to 5:
1 C -0.265
2 C -0.124
3 C 0.060
4 N 0.148
5 N -0.428

No. 3
This record from the OMol25 dataset describes 2 unconnected molecules or ions with the total composition C3H9N2S3 in a non-equilibrium geometry. The level of theory is wB97M-V/def2-TZVPD.

The geometry in XYZ format:
```
17
Properties=species:S:1:pos:R:3:forces:R:3
C -1.33234 -0.49975 0.41636 -0.5 -0.3 1.5
C -2.60596 0.27778 0.07934 -0.5 -0.6 -3.4
C -0.50014 1.44991 -0.66437 -0.2 0.3 0.9
N 3.32956 0.06340 -0.64693 2.0 -2.1 -0.8
N -0.22680 0.27498 -0.16440 1.2 -1.6 -0.1
S -2.12554 1.97941 -0.61913 0.4 -1.8 0.8
S 2.54238 -1.49022 -1.05827 0.2 1.6 -0.7
S 2.81949 0.83470 0.78284 -2.1 -3.5 1.9
H -1.23765 -0.58782 1.55182 0.3 0.8 -1.3
H -1.32786 -1.59386 0.18323 0.0 1.1 -0.8
H -3.26408 -0.18873 -0.74063 1.2 0.5 1.2
H -3.20522 0.36345 0.91553 -1.2 0.6 1.7
H 0.18701 2.25963 -0.96111 0.3 -1.2 -0.1
H 4.34052 -0.20105 -0.49242 -1.4 0.4 -0.4
H 0.69378 -0.31640 -0.14128 -1.3 2.1 -0.6
H 3.36441 1.88234 0.47837 1.7 4.0 -1.0
H 2.37884 -1.18137 -2.41285 0.0 -0.3 1.2
```
Positions in Å, forces in eV/Å.

Charge: +1
Orbital gap: 8.253 eV
ΔE to the lowest compared entry with this formula, charge and spin: 0.930 eV
LUMO: -4.2 eV
HOMO energy: -12.42 eV
F_max: 4.47 eV/Å

Löwdin population analysis, charges in e, atoms 1 to 5:
1 C -0.189
2 C -0.328
3 C -0.391
4 N -0.837
5 N -0.042

No. 4
This record from the OMol25 dataset describes 2 unconnected molecules or ions with the total composition C3H9N3 in a non-equilibrium geometry. The level of theory is wB97M-V/def2-TZVPD.

The geometry in XYZ format:
```
15
Properties=species:S:1:pos:R:3:forces:R:3
C -0.08928 0.49719 -1.29076 -0.1 -0.8 0.1
C 1.85176 0.34316 0.32562 0.0 -0.2 0.1
N -1.62714 -0.06757 1.03899 -1.4 1.3 -0.3
C 0.37089 0.14732 0.12944 -0.2 2.5 0.5
N -1.48577 -1.42089 1.05790 1.9 0.4 -0.2
N -0.36092 0.40522 1.23824 1.0 -1.8 -0.5
H -2.07499 0.28483 0.17712 0.3 -0.2 0.1
H -2.40751 -1.84359 0.90918 0.4 -0.1 -0.5
H -0.29529 -1.29879 0.26206 -1.9 -1.0 0.8
H -0.03545 1.57712 -1.44756 0.1 0.0 0.2
H -1.10685 0.17194 -1.51007 0.0 0.0 -0.1
H 0.58261 0.02155 -2.00333 -0.1 0.0 -0.1
H 2.11421 0.18997 1.37039 0.0 -0.1 0.0
H 2.15743 1.35301 0.04108 -0.1 0.0 -0.1
H 2.40629 -0.36048 -0.29830 0.0 0.0 0.0
```
Positions in Å, forces in eV/Å.

Orbital gap (alpha / beta): 8.156 / 8.157 eV
ΔE to the lowest compared entry with this formula, charge and spin: 5.559 eV
LUMO (alpha / beta): 0.0 / 0.0 eV
HOMO energy (alpha / beta): -8.19 / -8.19 eV
F_max: 2.52 eV/Å

Löwdin population analysis, charges in e, atoms 1 to 5:
1 C -0.064
2 C -0.065
3 N -0.249
4 C -0.462
5 N -0.003

No. 5
This record from the OMol25 dataset describes a single C3H9N3 molecule in a non-equilibrium geometry. The level of theory is wB97M-V/def2-TZVPD.

The geometry in XYZ format:
```
15
Properties=species:S:1:pos:R:3:forces:R:3
C 0.41772 -0.15875 0.86778 -1.2 -0.6 -0.3
C 1.08560 -1.41975 0.32296 0.3 0.5 -0.1
N 0.56072 0.91450 -0.07617 1.4 0.9 0.3
N -1.06014 -0.32391 1.12097 0.7 -0.4 0.6
C -0.90367 1.47588 -1.70202 1.3 -0.1 -0.6
N -0.03397 0.64829 -1.25678 -1.7 0.2 -0.1
H 0.41353 1.84322 0.32710 -0.5 -0.3 -0.2
H 0.88639 0.15177 1.81004 -0.2 0.0 -0.2
H -1.18998 -1.11721 1.74487 0.0 0.2 0.1
H -1.56132 -0.59731 0.27935 0.4 0.2 -0.2
H 1.01197 -2.23009 1.03334 -0.1 -0.3 0.2
H 2.14000 -1.21217 0.11364 -0.1 -0.1 0.1
H 0.62080 -1.69260 -0.62059 -0.1 -0.1 0.0
H -1.35023 1.23535 -2.65184 -0.1 0.0 -0.2
H -1.03743 2.48280 -1.31265 -0.2 0.0 0.4
```
Positions in Å, forces in eV/Å.

Structure (SMILES): C=NN[C@H](C)N
Orbital gap: 9.971 eV
ΔE to the lowest compared entry with this formula, charge and spin: 1.846 eV
LUMO: 1.2 eV
HOMO energy: -8.76 eV
F_max: 1.72 eV/Å

Löwdin population analysis, charges in e, atoms 1 to 5:
1 C -0.450
2 C -0.073
3 N -0.089
4 N 0.034
5 C -0.044

No. 6
This record from the OMol25 dataset describes a single C3H9N3 molecule in a non-equilibrium geometry. The level of theory is wB97M-V/def2-TZVPD.

The geometry in XYZ format:
```
15
Properties=species:S:1:pos:R:3:forces:R:3
C -0.98817 0.48425 0.38979 0.3 0.9 0.2
C -1.31667 1.78525 -0.24382 0.2 0.1 0.3
C -0.24996 -1.76670 0.33665 1.9 1.1 0.4
N 2.40706 -0.04904 -0.18066 0.6 -0.3 0.0
N 0.22638 -0.04480 0.26938 -2.6 -2.2 -0.4
N 1.10892 0.41229 -0.52642 0.2 0.2 -0.2
H -1.65018 0.04344 1.11611 0.0 -0.3 -0.2
H 2.44226 -1.03683 0.07720 -0.3 0.0 0.0
H 2.97660 0.03285 -1.01645 -0.2 0.1 0.0
H -0.51561 2.50418 -0.04614 0.0 0.0 0.0
H -2.25902 2.18058 0.13352 0.0 0.0 -0.1
H -1.36137 1.68540 -1.33316 0.0 0.0 0.0
H 0.01413 -2.05310 1.35343 -0.3 -0.1 -0.2
H -1.27470 -1.96401 0.04392 0.1 0.5 0.1
H 0.44034 -2.21376 -0.37336 0.0 0.1 0.0
```
Positions in Å, forces in eV/Å.

Orbital gap (alpha / beta): 6.974 / 7.036 eV
ΔE to the lowest compared entry with this formula, charge and spin: 5.104 eV
LUMO (alpha / beta): 0.5 / 0.5 eV
HOMO energy (alpha / beta): -6.52 / -6.56 eV
F_max: 3.42 eV/Å

Löwdin population analysis, charges in e, atoms 1 to 5:
1 C -0.207
2 C -0.100
3 C 0.068
4 N -0.033
5 N -0.180

No. 7
This record from the OMol25 dataset describes a single C3H9N3 molecule in a non-equilibrium geometry. The level of theory is wB97M-V/def2-TZVPD.

The geometry in XYZ format:
```
15
Properties=species:S:1:pos:R:3:forces:R:3
C -1.16766 1.03001 -0.47852 1.4 1.9 -1.3
C -0.43234 -0.15215 -1.08275 1.5 -1.0 0.6
C 2.40064 -0.58961 0.95629 -0.4 -0.3 -0.9
H -3.01392 0.21053 -0.21574 1.9 1.2 1.9
H -1.85087 -0.02572 1.07529 -1.2 1.4 -1.2
H -0.27064 1.57960 0.03199 -2.0 -0.5 -0.5
H -1.58990 1.71681 -1.27019 0.7 -0.6 0.6
H 0.38897 0.17087 -1.81893 -1.6 -0.5 0.7
H -1.02692 -0.99887 -1.43181 -0.5 0.5 -0.6
H 0.25131 -1.88384 0.10912 1.0 3.0 -0.1
H 2.22230 -1.68697 1.52117 0.6 3.1 -1.5
H 3.43175 -0.04804 0.94960 -2.1 -1.2 0.4
N -2.25268 0.72187 0.40507 -1.1 -3.0 0.2
N 0.29961 -0.78177 0.08205 -0.7 -0.6 -1.1
N 1.47508 -0.04924 0.18136 2.2 -3.3 2.9
```
Positions in Å, forces in eV/Å.

Structure (SMILES): C=NNCCN
Orbital gap: 9.737 eV
ΔE to the lowest compared entry with this formula, charge and spin: 3.345 eV
LUMO: 1.0 eV
HOMO energy: -8.73 eV
F_max: 4.93 eV/Å

Löwdin population analysis, charges in e, atoms 1 to 5:
1 C -0.372
2 C -0.235
3 C -0.086
4 H 0.112
5 H 0.086

No. 8
This record from the OMol25 dataset describes 2 unconnected molecules or ions with the total composition C3H9N3 in a non-equilibrium geometry. The level of theory is wB97M-V/def2-TZVPD.

The geometry in XYZ format:
```
15
Properties=species:S:1:pos:R:3:forces:R:3
C -1.85437 2.16169 -0.29272 -0.1 0.4 0.2
C -0.21124 0.97496 -1.42382 -0.3 0.3 -0.3
N -0.48806 1.74077 -0.46381 0.2 -0.6 0.1
H -2.14704 1.88862 0.72810 -0.2 -0.1 -0.3
H -2.55623 1.79156 -1.05230 0.1 -0.2 0.2
H -1.89864 3.24478 -0.31270 0.1 0.3 0.0
H 0.78494 0.55945 -1.52108 0.1 0.1 -0.1
H -0.93624 0.73327 -2.21931 0.0 -0.2 0.3
N 1.19506 -2.66710 1.58376 -0.5 -0.9 0.8
C 1.12450 -1.55178 0.81643 -0.4 0.4 -0.5
N 2.16664 -1.05427 0.33173 1.7 -0.4 -0.4
H 0.40858 -3.28964 1.71349 0.1 0.5 -0.1
H 2.09241 -3.09179 1.73040 0.2 0.1 -0.2
H 0.11840 -1.14052 0.71998 -0.2 -0.1 -0.2
H 2.20129 -0.29999 -0.33815 -0.8 0.2 0.6
```
Positions in Å, forces in eV/Å.

Structure (SMILES): [H]/N=C/N.C=NC
Orbital gap: 10.104 eV
ΔE to the lowest compared entry with this formula, charge and spin: 1.676 eV
LUMO: 1.0 eV
HOMO energy: -9.07 eV
F_max: 1.80 eV/Å

Löwdin population analysis, charges in e, atoms 1 to 5:
1 C -0.159
2 C -0.087
3 N -0.085
4 H 0.079
5 H 0.072